C50H82BN13O | ωB97M-V/def2-TZVPD

Each line ends with the Mulliken charge.
CARTESIAN COORDINATES (ANGSTROEM)
C: 7.4799 -1.9176 0.0361  -0.34
B: 6.5520 -0.9758 -0.8383  0.32
O: 6.9726 0.2976 -1.2715  -0.60
C: 5.0500 -1.3748 -1.2621  0.02
C: 4.8047 -2.3543 -2.2932  -0.40
N: 3.6237 -2.7540 -2.7422  -0.18
C: 2.6277 -2.0803 -2.0807  -0.18
C: 1.2583 -2.3844 -2.4577  -0.68
C: 0.1682 -1.7699 -1.8673  -0.11
C: 0.3611 -0.8038 -0.8022  0.76
C: -0.7773 -0.0624 -0.0984  -0.44
N: -1.6609 -0.9633 0.7010  -0.64
C: 1.6599 -0.5127 -0.4222  -0.39
C: 2.8126 -1.1302 -1.0374  0.45
N: 4.0481 -0.7543 -0.5912  -0.57
H: 8.1974 -2.4432 -0.6314  0.24
H: 8.0056 -1.2633 0.7604  0.27
H: 6.8306 -2.6274 0.5767  0.00
H: 7.3524 0.2310 -2.1576  0.31
H: 5.6900 -2.8120 -2.7719  0.40
H: 1.0950 -3.1321 -3.2461  0.48
H: -0.8368 -2.0226 -2.2143  0.02
H: -0.3246 0.7105 0.5544  0.22
H: -1.4053 0.4781 -0.8315  0.20
H: -1.6522 -0.5850 1.6453  0.29
H: -2.6032 -0.7892 0.3499  0.16
H: 1.8409 0.2192 0.3787  0.37
C: 12.5013 -1.7496 0.5268  -1.06
C: 12.4293 -3.2683 0.6418  -0.42
C: 12.1468 -3.9552 -0.6988  -0.43
C: 10.8508 -3.5066 -1.2388  0.19
N: 9.8376 -3.1574 -1.6519  -0.48
H: 11.5514 -1.3269 0.1946  0.28
H: 12.7323 -1.3062 1.4957  0.32
H: 13.2780 -1.4460 -0.1789  0.31
H: 11.6527 -3.5340 1.3624  0.29
H: 13.3758 -3.6417 1.0379  0.31
H: 12.1176 -5.0378 -0.5691  0.27
H: 12.9306 -3.7223 -1.4217  0.28
C: -5.3513 1.9179 -1.1559  -0.34
C: -5.2913 3.0412 -2.1842  -0.52
C: -3.8614 3.3505 -2.6423  -0.51
C: -3.0343 3.7739 -1.4991  0.31
N: -2.3902 4.1043 -0.6064  -0.60
H: -4.8175 2.1824 -0.2384  0.52
H: -6.3815 1.7102 -0.8822  -0.39
H: -4.9180 1.0054 -1.5515  0.26
H: -5.7457 3.9412 -1.7589  0.27
H: -5.8890 2.7615 -3.0525  0.37
H: -3.8681 4.1486 -3.3858  0.42
H: -3.4051 2.4688 -3.0970  0.27
C: -8.6448 -1.6550 -0.3610  -1.15
C: -9.4229 -0.4321 0.1130  -0.19
C: -9.9878 0.4017 -1.0435  -0.55
C: -8.8929 0.8964 -1.8974  0.29
N: -8.0374 1.2780 -2.5631  -0.44
H: -7.7698 -1.3707 -0.9492  0.19
H: -8.2877 -2.2324 0.4925  0.38
H: -9.2738 -2.3065 -0.9722  0.34
H: -8.7675 0.1878 0.7296  0.10
H: -10.2480 -0.7579 0.7495  0.39
H: -10.5452 1.2565 -0.6563  0.26
H: -10.6670 -0.1984 -1.6513  0.42
C: -1.2706 4.6248 2.5365  -0.96
C: 0.2285 4.4398 2.7428  -0.35
C: 0.6017 4.1669 4.2039  -0.21
C: 0.1922 5.2971 5.0583  0.26
N: -0.1280 6.1776 5.7240  -0.54
H: -1.6470 5.4915 3.0840  0.39
H: -1.4904 4.7855 1.4817  0.17
H: -1.8234 3.7423 2.8678  0.32
H: 0.7492 5.3335 2.3903  0.29
H: 0.5726 3.6045 2.1281  0.12
H: 1.6801 4.0281 4.2987  0.34
H: 0.1102 3.2590 4.5605  0.24
C: -5.4921 -2.5834 -3.9951  -1.12
C: -3.9951 -2.7636 -3.7646  -0.41
C: -3.6460 -3.0322 -2.2966  -0.42
C: -4.0745 -1.9009 -1.4565  0.45
N: -4.4090 -1.0166 -0.8026  -0.69
H: -5.8804 -1.7167 -3.4560  0.22
H: -5.6967 -2.4243 -5.0542  0.38
H: -6.0479 -3.4667 -3.6713  0.30
H: -3.4716 -1.8688 -4.1099  0.30
H: -3.6380 -3.5982 -4.3713  0.42
H: -2.5709 -3.1669 -2.1819  0.15
H: -4.1387 -3.9400 -1.9440  0.40
C: 0.7066 5.4765 -3.0816  -1.42
C: 0.8517 4.4822 -1.9349  -0.01
C: 1.3849 3.1197 -2.3904  0.22
C: 0.4579 2.5146 -3.3662  0.25
N: -0.2703 2.0429 -4.1204  -0.58
H: -0.0163 5.1309 -3.8231  0.33
H: 0.3533 6.4383 -2.7074  0.38
H: 1.6631 5.6390 -3.5845  0.37
H: -0.1174 4.3550 -1.4508  -0.11
H: 1.5323 4.8965 -1.1875  0.39
H: 1.4827 2.4482 -1.5356  -0.21
H: 2.3689 3.2271 -2.8506  0.42
C: -7.8663 5.7216 1.5810  -1.22
C: -7.9457 4.2104 1.7666  -0.70
C: -8.1976 3.4618 0.4538  1.47
C: -9.4856 3.8944 -0.1324  0.17
N: -10.4866 4.2415 -0.5777  -0.57
H: -8.8066 6.1297 1.2059  0.36
H: -7.6570 6.2104 2.5330  0.37
H: -7.0718 5.9892 0.8806  0.27
H: -8.7405 3.9809 2.4804  0.33
H: -7.0098 3.8549 2.2027  0.41
H: -8.2330 2.3869 0.6341  -0.40
H: -7.3978 3.6572 -0.2602  -0.60
C: 4.0061 -7.4769 -4.7153  -1.07
C: 3.8010 -6.8931 -6.1088  -0.42
C: 4.5932 -5.6016 -6.3360  -0.52
C: 4.1712 -4.5638 -5.3736  0.25
N: 3.8409 -3.7657 -4.6055  -0.32
H: 3.6533 -6.7952 -3.9394  0.29
H: 3.4484 -8.4081 -4.6075  0.32
H: 5.0614 -7.6906 -4.5310  0.30
H: 2.7362 -6.7035 -6.2623  0.29
H: 4.1059 -7.6318 -6.8534  0.31
H: 4.4261 -5.2299 -7.3476  0.28
H: 5.6629 -5.7832 -6.2145  0.26
C: -1.0681 3.0606 10.2331  -1.17
C: 0.2212 2.8878 9.4379  -0.63
C: 0.1150 3.4258 8.0071  -0.24
C: -0.9405 2.7080 7.2684  0.30
N: -1.7623 2.1486 6.6917  -0.52
H: -1.8921 2.5006 9.7875  0.37
H: -0.9385 2.6922 11.2515  0.34
H: -1.3573 4.1124 10.2872  0.29
H: 0.4859 1.8281 9.4149  0.32
H: 1.0307 3.4095 9.9527  0.34
H: 1.0631 3.2928 7.4836  0.28
H: -0.1203 4.4913 8.0135  0.30
C: 2.9050 -4.9543 3.0947  -1.36
C: 2.9374 -3.7921 2.1078  -0.55
C: 4.3551 -3.4424 1.6440  0.75
C: 5.1849 -3.0485 2.7981  0.25
N: 5.8277 -2.7416 3.6999  -0.57
H: 3.4451 -4.7162 4.0128  0.35
H: 1.8765 -5.1867 3.3741  0.40
H: 3.3489 -5.8522 2.6580  0.32
H: 2.4762 -2.9180 2.5729  0.29
H: 2.3328 -4.0483 1.2350  0.36
H: 4.3274 -2.6237 0.9252  -0.58
H: 4.8155 -4.3013 1.1503  0.42

Output
LUMO energy: 0.09 eV
net charge: 0
total energy: -75273.33701 eV
HOMO: -8.5 eV
strongest force on any atom: 5.746 eV/A
SMILES: CB(O)c1cnc2ccc(CN)cc2n1.CCCC#N.CCCC#N.CCCC#N.CCCC#N.CCCC#N.CCCC#N.CCCC#N.CCCC#N.CCCC#N.CCCC#N